This record from the Open Molecules 2025 dataset describes 14 unconnected molecules or ions with the total composition C7H36O13. The level of theory is ωB97M-V/def2-TZVPD.

```
56
Properties=species:S:1:pos:R:3:forces:R:3:lowdin_spin:R:1
C -0.149 0.514 0.360 0.2 -0.7 0.3 0.02
C -0.787 0.472 -0.808 -0.4 -0.2 0.0 0.04
C 1.842 -1.012 0.277 0.0 -0.4 -0.5 0.23
C 1.260 0.189 0.618 0.4 0.9 0.0 0.11
C 2.005 1.274 1.234 -0.5 -0.7 -0.1 0.13
C 1.587 2.026 2.305 0.1 0.6 0.1 0.24
C 3.281 -1.344 0.521 0.3 0.4 -0.3 0.05
H -0.689 0.786 1.258 -0.3 0.4 -0.1 0.00
H -0.302 0.236 -1.745 0.2 -0.1 0.1 0.00
H -1.838 0.735 -0.889 0.1 0.1 0.2 0.00
H 1.241 -1.762 -0.225 0.0 0.0 -0.1 0.02
H 2.964 1.509 0.782 0.3 -0.3 0.3 0.00
H 2.204 2.821 2.710 -0.1 0.0 -0.1 0.03
H 0.633 1.879 2.798 -0.1 0.2 -0.1 0.02
H 3.598 -1.222 1.564 -0.1 0.0 0.2 0.01
H 3.524 -2.354 0.195 -0.1 -0.2 0.1 0.00
H 3.963 -0.685 -0.032 0.0 0.0 -0.1 0.02
H -2.409 -2.389 0.781 -0.1 0.3 0.1 0.00
H -3.101 -1.048 1.235 0.2 -0.4 -0.2 0.00
O -3.217 -1.848 0.677 -0.2 0.1 0.0 0.00
H -1.899 -0.028 2.931 0.2 0.1 0.0 0.00
H -3.420 0.055 3.222 0.0 0.1 0.0 0.00
O -2.779 0.220 2.522 -0.1 -0.1 0.2 0.00
H 0.233 0.380 3.457 0.3 -0.1 -0.1 0.01
H -0.077 -1.161 3.347 0.1 0.5 0.0 0.00
O -0.444 -0.284 3.644 -0.3 -0.6 0.1 0.01
H -0.684 -3.358 -2.772 0.0 -0.2 -0.1 0.00
H -1.494 -2.203 -2.127 0.2 -0.1 0.1 0.00
O -0.624 -2.702 -2.075 -0.4 0.2 -0.1 0.00
H -1.066 3.553 -3.044 0.1 -0.3 0.0 0.00
H -0.762 3.134 -1.603 0.0 -0.4 -0.1 0.00
O -0.888 2.759 -2.519 -0.2 0.9 0.0 0.00
H -3.217 -1.642 -1.054 0.1 0.0 -0.2 0.00
H -3.058 -0.665 -2.236 0.1 0.1 -0.1 0.00
O -3.060 -1.606 -2.039 -0.2 -0.1 0.3 0.00
H -3.403 3.158 1.482 -0.3 0.0 -0.1 0.00
H -2.571 1.939 1.974 -0.1 0.5 -0.2 0.00
O -2.515 2.888 1.704 0.2 -0.4 0.3 0.00
H 0.130 -2.889 1.897 0.4 0.3 0.3 0.00
H 1.512 -2.333 2.242 0.0 0.4 -0.3 0.01
O 0.680 -2.591 2.657 -0.5 -0.6 0.1 0.01
H 0.253 3.411 0.322 -0.2 0.0 0.0 0.00
H -1.270 3.446 0.579 0.1 -0.1 0.0 0.00
O -0.580 3.766 -0.033 0.3 0.2 -0.1 0.00
H 1.235 0.680 -3.634 0.0 0.2 0.1 0.00
H 0.572 2.020 -3.170 0.3 -0.1 -0.1 0.00
O 1.390 1.644 -3.572 -0.4 0.0 -0.2 0.00
H -1.189 -4.337 0.543 0.0 0.0 0.0 0.00
H -0.700 -3.185 -0.377 0.0 0.0 0.3 0.00
O -0.946 -3.405 0.559 0.0 -0.2 -0.5 0.00
H 2.823 1.496 -2.663 0.1 0.1 0.1 0.00
H 4.348 1.513 -2.892 -0.1 0.0 0.1 0.00
O 3.684 1.261 -2.242 0.2 0.0 -0.1 0.00
H 0.697 -1.657 -2.835 0.5 0.4 0.2 0.00
H 2.084 -0.950 -2.576 -0.3 -0.1 0.2 0.00
O 1.395 -1.102 -3.239 -0.1 -0.3 -0.4 0.01
```
Positions in Å, forces in eV/Å.

Summary:
- E_LUMO (spin up / spin down) (hartree) = 0.090 / 0.087
- total charge = -1
- relative energy (zero: lowest compared OMol25 entry of this formula, charge and spin) (eV) = 0.000
- ⟨S²⟩ = 0.76
- 2S+1 = 2


This record from the Open Molecules 2025 dataset describes a gas-phase ion, C10H15N2OS (charge +1). The level of theory is ωB97M-V/def2-TZVPD.

```
29
Properties=species:S:1:pos:R:3:forces:R:3:lowdin_spin:R:1
C -0.209 0.184 0.808 2.1 -0.4 0.5 0.26
C -0.966 0.252 -0.319 -2.9 -0.5 -3.3 0.12
C -4.978 2.194 -2.304 -1.3 0.6 -1.8 0.56
C -2.918 0.902 -1.649 -4.9 2.5 -3.6 0.05
C 2.076 -0.511 -0.207 -2.3 -2.7 -0.8 0.13
C 0.891 -1.505 -0.612 1.0 1.1 0.3 0.01
C 0.857 -0.858 0.744 0.3 1.6 -0.3 0.04
C -0.243 1.122 1.946 -1.4 -0.1 0.0 0.04
C 1.355 -1.401 2.062 -0.9 -1.7 0.4 0.01
C 3.404 -1.215 -0.060 -0.3 2.7 1.3 0.01
N -3.991 1.596 -1.761 5.1 -2.0 4.0 0.34
N -2.184 0.949 -0.544 4.3 -0.7 3.7 0.09
O 4.045 -0.905 -1.269 1.4 -0.9 0.1 0.01
S -0.397 -0.795 -1.674 0.1 0.4 2.0 0.18
H -4.905 3.094 -2.830 0.4 1.1 -0.8 0.05
H -5.894 1.773 -2.123 -2.4 -0.7 0.5 0.05
H -2.717 0.399 -2.573 1.5 -1.0 -0.1 0.01
H 2.109 0.383 -0.757 -0.1 1.2 -0.4 0.00
H 1.220 -2.535 -0.798 -0.5 0.4 0.1 0.00
H -1.165 1.728 1.848 0.9 0.2 0.5 0.00
H 0.691 1.650 2.089 0.1 0.7 -0.7 0.01
H -0.257 0.597 2.887 -0.6 -0.4 0.4 0.01
H 2.362 -1.093 2.233 0.8 -0.1 0.0 0.00
H 1.295 -2.521 1.909 0.2 1.1 1.1 0.00
H 0.847 -1.020 2.994 -0.1 -0.9 -1.2 0.00
H 3.250 -2.256 0.168 0.3 -0.6 0.0 0.00
H 3.878 -0.661 0.811 0.1 -1.0 -0.7 0.00
H -2.449 1.626 0.191 -0.1 -0.5 -0.8 0.00
H 4.993 -1.174 -1.208 -1.1 0.3 -0.2 0.00
```
Positions in Å, forces in eV/Å.

Summary:
- E_LUMO (spin up / spin down) (hartree) = -0.117 / -0.247
- total charge = +1
- relative energy (zero: lowest compared OMol25 entry of this formula, charge and spin) (eV) = 0.778
- ⟨S²⟩ = 2.02
- 2S+1 = 3


This record from the Open Molecules 2025 dataset describes 3 unconnected molecules or ions with the total composition C41H63F18N8O6P2. The level of theory is ωB97M-V/def2-TZVPD.

```
138
Properties=species:S:1:pos:R:3:forces:R:3:lowdin_charge:R:1
C -0.977 -1.275 1.371 0.1 0.1 0.1 -0.04
C -0.576 0.131 0.967 0.2 -0.2 0.5 -0.16
O -0.870 0.515 -0.410 0.1 -0.4 0.2 -0.03
C -1.594 -0.335 -1.148 -0.5 0.1 0.0 -0.16
C -2.972 -0.238 -1.171 0.0 -0.3 -0.3 0.02
C -3.636 0.843 -0.356 0.7 0.3 0.1 -0.11
O -3.116 2.087 -0.796 -0.3 -0.2 0.1 -0.02
C -2.734 2.938 0.225 0.5 0.6 0.2 -0.28
C -1.516 3.594 0.083 0.3 0.1 -0.1 0.00
C -1.078 4.495 1.043 -0.2 0.3 0.4 -0.06
C -1.857 4.772 2.168 -0.1 -0.6 -0.6 -0.07
C -3.063 4.093 2.313 0.3 0.4 0.2 -0.07
C -3.506 3.191 1.350 -0.3 -0.2 0.1 -0.02
C -3.669 -1.159 -1.983 -0.5 0.0 0.0 -0.15
C -5.171 -1.117 -2.097 0.4 0.7 0.2 -0.07
C -5.891 -1.388 -0.771 -0.5 -0.5 -0.4 -0.06
C -6.178 -2.860 -0.508 -0.1 0.4 -0.5 -0.43
F -6.340 -3.532 -1.674 -0.1 0.1 -0.1 0.13
F -5.135 -3.457 0.116 0.0 0.0 0.2 0.14
C -7.489 -3.115 0.298 0.4 -1.2 0.2 -0.35
F -8.531 -2.437 -0.203 0.2 0.5 0.1 0.17
F -7.769 -4.421 0.120 -0.2 0.0 0.0 0.16
C -7.299 -2.926 1.843 0.5 -0.9 0.1 -0.32
F -6.765 -4.085 2.273 -0.1 -0.1 0.1 0.17
F -6.362 -1.994 2.129 -0.4 0.6 -0.1 0.15
C -8.594 -2.742 2.683 -0.3 -0.6 -0.4 -0.34
F -8.299 -3.044 3.949 0.2 0.6 0.2 0.18
F -9.442 -3.708 2.272 -0.1 0.1 -0.3 0.17
C -9.375 -1.388 2.590 -0.3 0.3 0.6 -0.34
F -9.990 -1.201 3.777 0.3 0.0 0.2 0.17
F -10.352 -1.478 1.684 0.3 -0.2 -0.5 0.18
C -8.603 -0.072 2.303 -0.4 0.9 0.2 -0.32
F -9.549 0.887 2.184 -0.2 -0.1 0.1 0.16
F -7.982 -0.091 1.111 0.2 -0.5 0.0 0.15
C -7.614 0.424 3.415 0.7 0.3 -0.5 -0.33
F -7.300 -0.521 4.304 -0.4 -0.3 0.0 0.18
F -6.461 0.770 2.793 0.0 0.1 0.0 0.13
C -8.066 1.696 4.189 0.7 -0.2 1.0 -0.57
F -8.025 2.780 3.439 -0.4 0.0 -0.3 0.20
F -9.238 1.532 4.775 -0.4 0.1 -0.3 0.21
F -7.164 1.863 5.170 0.1 0.0 0.0 0.17
N -3.070 -2.080 -2.704 0.2 0.1 0.2 0.22
N -1.750 -2.120 -2.649 0.8 -0.1 -0.6 -0.02
C -1.150 -3.187 -3.461 -0.5 -0.9 -0.2 -0.04
C -0.662 -4.377 -2.599 0.6 0.5 0.3 -0.13
O -0.975 -4.193 -1.217 0.1 0.0 -0.6 -0.04
C 0.089 -4.484 -0.409 0.7 -0.1 0.3 -0.36
O -0.015 -5.167 0.539 -0.6 -0.6 1.1 0.15
C -0.961 -1.314 -1.950 -0.1 0.4 0.7 -0.07
C 0.542 -1.369 -1.960 -0.5 0.9 -0.3 -0.01
C 1.119 -0.280 -2.897 0.4 -0.5 -0.8 -0.35
C 0.490 -0.188 -4.274 0.2 0.4 -0.1 -0.02
F 1.053 0.969 -2.319 -0.2 0.0 0.3 0.02
H -0.624 -1.423 2.392 0.0 0.0 0.0 0.10
H -2.055 -1.431 1.389 0.0 -0.1 -0.1 0.09
H -0.492 -2.048 0.777 -0.1 0.0 -0.1 0.06
H -1.048 0.838 1.650 -0.1 0.3 -0.3 0.12
H 0.499 0.250 1.088 0.0 0.1 -0.1 0.13
H -4.719 0.840 -0.407 -0.1 0.0 -0.1 0.12
H -3.322 0.691 0.683 -0.3 -0.1 0.1 0.14
H -0.888 3.417 -0.780 -0.1 -0.1 -0.1 0.12
H -0.144 5.032 0.929 0.0 -0.2 -0.3 0.07
H -1.517 5.496 2.893 -0.1 0.0 0.1 0.10
H -3.661 4.312 3.187 -0.2 -0.2 -0.1 0.11
H -4.461 2.700 1.501 0.0 0.0 -0.1 0.11
H -5.407 -0.091 -2.388 -0.1 0.0 0.0 0.14
H -5.514 -1.748 -2.909 0.0 -0.2 0.1 0.13
H -6.856 -0.887 -0.828 0.0 0.1 0.1 0.13
H -5.353 -1.023 0.097 0.0 0.1 0.0 0.11
H -0.349 -2.811 -4.085 0.1 0.3 0.2 0.11
H -1.918 -3.547 -4.137 -0.2 0.2 0.1 0.14
H -1.074 -5.326 -2.931 -0.2 0.1 -0.1 0.14
H 0.427 -4.437 -2.695 0.0 -0.2 -0.1 0.12
H 1.081 -4.054 -0.631 -0.2 0.2 -0.7 0.14
H 0.860 -1.097 -0.956 0.2 -0.3 0.1 0.13
H 0.945 -2.330 -2.256 0.0 -0.1 0.1 0.12
H 2.177 -0.503 -3.048 0.1 -0.1 0.3 0.15
H 0.986 0.632 -4.792 0.0 0.0 0.0 0.10
H -0.570 0.069 -4.243 -0.1 -0.2 0.0 0.09
H 0.671 -1.070 -4.884 -0.1 -0.1 0.1 0.08
O 3.810 -4.690 -0.062 -0.8 -0.2 3.2 -0.33
P 5.143 -5.166 0.457 3.1 0.0 -4.9 0.68
N 6.109 -3.791 0.099 -0.2 0.2 0.3 -0.34
C 7.225 -3.612 -0.800 0.5 -0.2 0.1 -0.13
C 5.741 -2.568 0.796 -0.5 -0.1 0.1 -0.13
N 5.331 -6.515 -0.608 -0.8 0.0 -0.3 -0.32
C 6.459 -6.695 -1.497 0.5 -0.2 0.4 -0.14
C 4.122 -6.990 -1.271 -0.2 0.2 -0.1 -0.15
N 6.231 -5.836 1.561 -1.4 -0.2 0.8 -0.30
C 7.448 -5.228 2.069 0.0 0.5 0.4 -0.10
C 6.125 -7.254 1.912 -0.2 -0.1 0.2 -0.11
H 8.124 -3.283 -0.260 0.0 0.1 0.0 0.08
H 6.999 -2.853 -1.558 0.0 0.0 0.0 0.09
H 7.512 -4.512 -1.331 -0.2 -0.1 0.1 0.04
H 5.929 -2.643 1.877 0.0 0.1 0.0 0.07
H 4.680 -2.336 0.659 0.0 0.0 0.0 0.07
H 6.312 -1.716 0.429 0.1 -0.1 -0.1 0.08
H 6.421 -6.015 -2.357 0.1 0.0 0.0 0.08
H 6.471 -7.718 -1.883 -0.1 0.0 0.0 0.08
H 7.410 -6.573 -0.973 0.0 0.2 0.0 0.07
H 3.852 -6.366 -2.134 -0.1 0.0 0.0 0.08
H 3.276 -7.007 -0.589 0.0 0.1 0.0 0.07
H 4.268 -8.013 -1.626 0.2 0.0 0.0 0.08
H 8.284 -5.411 1.388 0.0 0.0 0.0 0.09
H 7.708 -5.653 3.040 -0.1 -0.1 -0.1 0.08
H 7.346 -4.160 2.239 0.0 0.0 -0.2 0.07
H 6.795 -7.857 1.295 0.0 0.0 0.0 0.09
H 5.111 -7.622 1.781 0.0 0.0 -0.1 0.08
H 6.387 -7.417 2.960 0.0 0.1 0.0 0.08
O 1.484 6.689 -0.654 0.0 -3.8 -0.7 -0.30
P 2.981 6.475 -0.574 1.4 6.6 1.8 0.72
N 3.136 7.108 1.034 0.0 -0.2 0.4 -0.35
C 3.779 8.298 1.540 0.5 -0.1 0.0 -0.13
C 2.489 6.336 2.080 -0.3 -0.2 -0.3 -0.13
N 3.424 7.554 -1.845 -0.6 -0.3 -0.6 -0.33
C 4.222 8.747 -1.660 0.7 -0.3 0.1 -0.14
C 2.395 7.821 -2.847 -0.3 0.0 0.0 -0.14
N 4.560 5.838 -0.517 -0.8 -1.2 -1.1 -0.30
C 5.448 5.777 0.628 -0.1 -0.5 0.5 -0.11
C 5.250 5.514 -1.767 -0.1 -0.4 -0.1 -0.12
H 4.563 8.049 2.272 -0.1 0.0 0.1 0.08
H 3.055 8.951 2.039 0.0 0.0 0.0 0.09
H 4.267 8.893 0.777 -0.1 -0.1 -0.1 0.05
H 2.975 5.358 2.226 -0.1 0.0 0.1 0.07
H 1.437 6.153 1.846 0.0 0.0 0.0 0.05
H 2.523 6.857 3.036 0.1 0.1 -0.1 0.08
H 3.657 9.547 -1.167 0.0 0.0 0.0 0.09
H 4.557 9.125 -2.629 -0.1 -0.1 -0.1 0.08
H 5.135 8.540 -1.098 -0.1 0.0 0.1 0.07
H 1.659 8.553 -2.495 0.0 0.0 0.0 0.08
H 1.863 6.914 -3.120 0.0 0.0 0.1 0.07
H 2.854 8.212 -3.758 0.2 0.0 0.1 0.08
H 6.001 6.714 0.739 -0.1 0.0 0.0 0.09
H 6.176 4.972 0.503 0.0 0.0 -0.2 0.08
H 4.928 5.554 1.555 -0.1 0.2 0.0 0.07
H 5.883 6.345 -2.088 0.0 0.0 0.0 0.08
H 4.546 5.289 -2.563 0.0 0.1 0.0 0.08
H 5.884 4.631 -1.647 0.0 0.0 0.1 0.08
```
Positions in Å, forces in eV/Å.

Summary:
- E_LUMO (hartree) = -0.143
- total charge = +1


This record from the Open Molecules 2025 dataset describes 9 unconnected molecules or ions with the total composition C4H28N2O8. The level of theory is ωB97M-V/def2-TZVPD.

```
42
Properties=species:S:1:pos:R:3:forces:R:3:lowdin_charge:R:1
N -2.708 0.503 -2.215 0.0 -0.3 -1.3 -0.01
C -1.414 -0.168 -2.561 -0.9 0.9 1.3 -0.25
C -1.132 -1.042 -1.329 1.8 0.3 -0.9 -0.20
C 0.367 -1.277 -1.189 0.2 -1.3 0.2 -0.21
C 0.729 -1.956 0.173 1.6 3.3 -0.8 -0.22
N 0.884 -0.945 1.257 -1.4 0.1 1.4 -0.03
H -2.519 1.278 -1.592 0.1 0.0 0.1 0.05
H -3.145 0.894 -3.050 0.1 0.0 0.2 0.06
H -1.459 -0.763 -3.463 -0.5 -0.2 -0.2 0.11
H -0.648 0.608 -2.766 0.0 -0.5 0.4 0.09
H -1.377 -0.470 -0.432 -0.5 -0.1 -0.2 0.08
H -1.639 -1.998 -1.408 -0.5 0.1 0.3 0.12
H 0.823 -0.307 -1.392 0.6 0.0 0.7 0.08
H 0.812 -1.935 -1.947 -0.5 0.0 -0.3 0.11
H -0.001 -2.705 0.423 0.0 -0.4 0.3 0.11
H 1.769 -2.302 0.102 -0.5 -0.9 -0.4 0.10
H 1.295 -0.052 0.990 0.1 -0.5 -0.5 0.06
H -0.012 -0.693 1.736 0.9 -0.6 -0.6 0.05
O 3.901 -0.108 1.757 -0.3 1.2 -0.3 -0.06
H 4.815 -0.380 1.651 -0.4 -0.7 0.1 0.04
H 3.240 -0.806 1.827 0.6 -0.4 0.1 -0.01
O 0.384 3.072 0.244 0.3 0.0 -0.3 -0.08
H 0.834 2.520 0.893 0.0 0.1 0.0 0.04
H 0.522 2.625 -0.620 0.1 0.2 0.3 0.00
O -1.910 -0.602 2.104 1.6 0.6 1.2 -0.07
H -2.337 -1.183 2.741 -0.4 0.0 -0.9 0.06
H -2.250 -0.619 1.212 -0.9 -0.5 0.2 0.00
O 3.333 0.924 -2.115 -0.3 0.3 -0.3 -0.05
H 3.776 0.107 -1.898 0.2 -0.3 0.1 0.04
H 3.629 1.562 -1.462 0.1 0.0 0.2 0.04
O -4.378 -1.028 1.212 -0.4 0.1 -0.4 -0.06
H -4.771 -1.123 2.086 -0.1 0.3 -0.1 0.04
H -4.478 -0.099 0.943 0.0 -0.4 0.3 0.06
O 2.265 -2.944 2.962 -0.9 0.1 -0.3 -0.09
H 1.917 -2.398 2.229 0.4 0.2 0.2 -0.03
H 1.406 -3.091 3.388 0.5 -0.2 0.4 0.04
O 0.911 2.596 -2.320 -0.6 0.2 0.1 -0.05
H 1.472 2.029 -2.853 0.5 0.1 -0.1 0.04
H 1.178 3.520 -2.384 0.2 -0.3 -0.3 0.07
O -1.900 2.048 1.151 -0.9 0.3 -0.8 -0.08
H -1.301 1.777 1.844 0.2 0.0 0.1 0.01
H -1.434 2.703 0.593 0.1 -0.5 0.8 0.01
```
Positions in Å, forces in eV/Å.

Summary:
- E_LUMO (hartree) = 0.009
- total charge = 0
- relative energy (zero: lowest compared OMol25 entry of this formula, charge and spin) (eV) = 2.081
- SMILES = NCCCCN.O.O.O.O.O.O.O.O


no.,E (Ha)
1,-1266.451290
2,-972.524800
3,-4969.510004
4,-880.589680